Entry from the Open Molecules 2025 dataset: C30H59BN9O5SeW as an isolated structure at a distorted geometry (ωB97M-V with the def2-TZVPD basis set).

```
106
Properties=species:S:1:pos:R:3:lowdin_spin:R:1
W 0.43232 0.68595 -0.98819 1.77
C -3.57737 -3.70280 -0.85025 0.00
C -2.26012 -3.61379 -0.17321 0.00
C -1.54165 -4.65042 0.38519 0.00
C -0.39383 -4.06414 0.93683 0.00
N -0.40649 -2.75988 0.68562 0.00
N -1.55530 -2.46524 0.01623 0.00
B -2.08128 -1.02537 0.12564 0.00
N -1.30201 -0.41901 1.31855 0.01
N -0.21924 0.41191 1.23706 0.00
C 0.07536 0.78716 2.50229 0.00
C -0.76592 0.11014 3.38186 0.00
C -1.62705 -0.63467 2.60076 0.00
C -2.72949 -1.51001 3.06328 0.00
C 1.01215 1.87783 2.96796 0.00
C 2.07331 1.26651 3.89694 0.00
C 0.16595 2.87053 3.79213 0.00
C 1.68075 2.63618 1.80966 0.02
N -1.90804 0.00069 -1.09913 0.00
N -1.53360 1.26646 -0.67714 0.00
C -2.27271 2.18337 -1.31589 0.01
C -3.11833 1.52280 -2.21169 0.00
C -2.85987 0.17405 -2.07118 0.00
C -3.54626 -0.91356 -2.79917 0.00
C -2.21053 3.64365 -0.95747 0.00
C -2.25208 4.49470 -2.23175 0.00
C -3.42143 3.95833 -0.06376 0.00
C -0.93630 3.94070 -0.16041 0.01
C 0.65153 -4.73005 1.79169 0.00
C 1.25716 -3.70144 2.75129 0.00
C -0.00690 -5.84810 2.61162 0.00
C 1.74795 -5.34989 0.91328 0.00
H -4.02120 -4.67746 -0.66364 0.00
H -3.47371 -3.58844 -1.92863 0.00
H -4.25434 -2.93718 -0.47689 0.00
H -1.82688 -5.67994 0.40318 0.00
H -3.24250 -1.04307 0.38047 0.00
H -0.78142 0.17301 4.44855 0.00
H -2.70226 -1.57434 4.14719 0.00
H -2.63344 -2.50670 2.64038 0.00
H -3.69255 -1.10620 2.75682 0.00
H 1.60125 0.72351 4.71157 0.00
H 2.68222 2.05909 4.32529 0.00
H 2.72512 0.57776 3.36178 0.00
H -0.26452 2.38955 4.66563 0.00
H -0.64306 3.28174 3.19237 0.00
H 0.78860 3.69259 4.13747 0.00
H 2.75847 2.50278 1.83570 0.00
H 1.48816 3.70189 1.88865 0.00
H 1.27886 2.28998 0.84528 0.02
H -3.82335 1.96076 -2.88891 0.00
H -4.03769 -0.50076 -3.67572 0.00
H -4.29632 -1.36803 -2.15523 0.00
H -2.83906 -1.66859 -3.12595 0.00
H -3.24024 4.47099 -2.68664 0.00
H -1.52549 4.12236 -2.95319 0.00
H -2.00964 5.52650 -1.98804 0.00
H -4.35004 3.74368 -0.58149 0.00
H -3.41937 5.01106 0.20725 0.00
H -3.38145 3.36080 0.84402 0.00
H -0.05497 3.69826 -0.75492 0.01
H -0.92623 3.35849 0.76039 0.00
H -0.90379 4.99883 0.08720 0.00
H 0.47221 -3.22305 3.33103 0.00
H 1.78278 -2.93104 2.20080 0.00
H 1.95776 -4.18290 3.42900 0.00
H -0.85094 -5.47018 3.18385 0.00
H 0.71497 -6.27390 3.30499 0.00
H -0.36177 -6.64374 1.96371 0.00
H 2.29978 -4.59025 0.36242 0.00
H 1.31223 -6.04253 0.19576 0.00
H 2.44905 -5.89779 1.53946 0.00
N -0.06644 -1.81951 -2.39368 0.06
C 1.02371 -2.75967 -2.14743 0.00
C 2.15416 -2.02686 -1.42012 0.00
N 1.58738 -1.21546 -0.32494 -0.01
C 2.61160 -0.91076 0.68316 0.00
C 3.57618 0.15041 0.13550 0.00
N 2.80123 1.12844 -0.64614 -0.01
H 0.04393 -1.34514 -3.29013 0.00
H -0.94191 -2.32333 -2.45495 0.00
H 1.41376 -3.21372 -3.06541 0.00
H 0.65171 -3.56030 -1.50590 0.00
H 2.68769 -1.38359 -2.12741 0.00
H 2.85973 -2.76201 -1.01232 0.00
H 0.84690 -1.83127 0.14349 0.00
H 3.17627 -1.81440 0.94810 0.00
H 2.09847 -0.53099 1.57152 0.00
H 4.32988 -0.33659 -0.48864 0.00
H 4.08499 0.64599 0.96412 0.00
H 2.99807 1.01476 -1.64819 0.00
H 3.07936 2.08676 -0.43705 0.00
O 0.06845 2.30284 -2.44065 0.04
Se 0.52432 1.31032 -3.69892 0.01
O 1.19001 2.08456 -4.87315 0.00
O 1.58992 0.37022 -2.83733 0.02
O -0.71134 0.40344 -4.05665 0.01
C 3.45829 5.35605 -2.81898 0.00
C 3.43766 3.86008 -3.10475 0.00
O 2.49437 3.19110 -2.27118 0.00
H 2.49198 5.79634 -3.05409 0.00
H 4.21556 5.84737 -3.42181 0.00
H 3.67579 5.54164 -1.76902 0.00
H 4.40983 3.40916 -2.88411 0.00
H 3.19677 3.67246 -4.15543 0.00
H 1.61583 3.48154 -2.55714 0.00
```

For the lowest unoccupied orbital energy (alpha / beta), the calculation gives -3.89 / -3.63 eV. Its largest force on an atom is 2.23 eV Å⁻¹. Its multiplicity is 3. The HOMO energy (alpha / beta) comes out at -11.40 / -11.43 eV. The energy above the lowest of the compared OMol25 structures with the same formula, charge and spin comes out at 1.910 eV. The total charge is +1. The calculation puts the HOMO-LUMO gap (alpha / beta) at 0.276 / 0.287 hartree.